No. 1
The following is a DFT calculation (wB97M-V/def2-TZVPD) of a 3-piece molecular cluster, C3H12N2O2 overall.

- Electronic energy: -10380.038 eV
- SMILES: [H]/N=C/NCC.O.O
- Frontier orbital gap: 0.3630 hartree
- 2S+1: 1

CARTESIAN COORDINATES (ANGSTROEM)
H  0.47660  -2.44790  0.91803
N  -0.47106  -0.36396  -0.39354
N  -1.78738  0.68011  1.31227
H  0.30442  -1.36131  -2.03674
O  0.52208  2.45595  1.09989
H  1.73332  1.46401  -0.23039
H  0.02856  0.51834  -0.61840
C  -0.04198  -1.60866  -0.97332
H  -2.78084  0.81404  1.41371
H  1.78422  -2.17588  -0.17457
H  0.09243  2.72268  0.30000
H  -1.01793  -2.09134  -1.15823
C  0.80809  -2.53524  -0.09579
H  -0.06785  1.71883  1.28910
O  1.93712  0.95579  -1.02896
H  0.59093  -3.60806  -0.49817
H  2.85011  1.19316  -1.23526
H  -2.48619  -0.68110  -0.21763
C  -1.66151  -0.11816  0.27745


No. 2
The following is a DFT calculation (wB97M-V/def2-TZVPD) of a 2-piece molecular cluster, C3H12N2O2 overall.

- Electronic energy: -10379.562 eV
- SMILES: NC[C@@H](N)CO.O
- Frontier orbital gap: 0.3693 hartree
- 2S+1: 1

CARTESIAN COORDINATES (ANGSTROEM)
O  1.43623  -2.59872  0.10736
N  -0.65895  1.76210  -1.30723
H  2.52360  1.19325  -0.71452
N  -1.17055  -0.83293  1.49078
H  1.67164  -1.76844  -0.35933
H  -0.33969  2.49774  -0.69565
H  -1.07459  -1.55959  0.76270
O  1.91714  0.38609  -0.84616
H  -2.60178  0.23565  0.25943
H  -0.53739  -0.30587  -1.21325
H  -1.47521  1.28204  1.08684
H  0.94737  1.35066  0.90881
C  0.79581  0.56372  0.17819
H  1.64257  -3.40984  -0.40119
H  -1.98895  -1.16325  1.99953
H  -0.07310  1.79218  -2.17668
C  -0.53893  0.53389  -0.49738
C  -1.55412  0.34955  0.60002
H  1.07890  -0.30824  0.81773


No. 3
The following is a DFT calculation (wB97M-V/def2-TZVPD) of a 2-piece molecular cluster, C3H12N2O2 overall.

- Electronic energy: -10380.282 eV
- SMILES: NCNCCO.O
- Frontier orbital gap: 0.3624 hartree
- 2S+1: 1

CARTESIAN COORDINATES (ANGSTROEM)
C  -0.23384  0.21702  1.38912
C  -0.57076  -1.74844  -0.03843
H  -0.50613  1.84671  2.62791
C  0.73076  -1.52695  -0.82748
H  -0.30006  -2.37270  0.81170
H  0.35294  0.28318  -1.39900
H  0.43056  2.46797  -2.53199
N  -1.08512  -0.44678  0.41182
H  0.10561  -0.42114  2.21100
O  0.60436  -0.54779  -1.81834
H  1.51297  -1.22048  -0.11561
O  0.92040  2.39582  -1.71069
N  -1.04786  1.28765  1.97462
H  -1.96888  -0.57081  0.89626
H  1.85771  2.37966  -1.96016
H  0.64625  0.59795  0.88806
H  -1.23817  1.95180  1.22572
H  1.07366  -2.45668  -1.27937
H  -1.28439  -2.11599  -0.75518


No. 4
The following is a DFT calculation (wB97M-V/def2-TZVPD) of a 3-piece molecular cluster, C3H12N2O3 overall.

- Electronic energy: -12426.989 eV
- SMILES: CNC(=O)CN.O.O
- Frontier orbital gap: 0.3712 hartree
- 2S+1: 1

CARTESIAN COORDINATES (ANGSTROEM)
N  0.30164  1.54529  -0.83073
C  -1.59198  0.44211  0.65019
H  0.31266  -0.49243  3.59590
H  -2.02863  -0.10344  -0.19812
O  0.70528  0.42843  1.02462
C  1.64426  1.40475  -1.23666
C  -0.17454  0.82326  0.29767
H  1.70916  -0.03804  3.71007
H  0.94929  -5.05507  -5.01546
H  1.81318  1.70354  -2.33445
O  0.06464  -4.76415  -4.75646
H  -1.50587  -0.32716  1.41939
N  -2.31598  1.62982  1.14381
H  -0.24909  1.96687  -1.50650
H  -2.33861  2.44751  0.41045
H  2.12988  2.28278  -0.68715
O  1.00717  -0.37703  4.26737
H  -0.46759  -5.52260  -4.67249
H  -1.78503  2.07687  1.85605
H  2.07795  0.51664  -1.32062


No. 5
The following is a DFT calculation (wB97M-V/def2-TZVPD) of a 2-piece molecular cluster, C3H12N2O3PS overall.

- Electronic energy: -32542.881 eV
- Frontier orbital gap (alpha / beta): 0.2535 / 0.2407 hartree
- 2S+1: 3
- Charge: +1

CARTESIAN COORDINATES (ANGSTROEM)
H  -3.54274  1.06224  0.20874
O  1.41798  0.89933  -0.63631
C  1.13646  2.03604  -1.50904
C  2.04275  -0.60332  2.15371
H  0.08120  2.29824  -1.41739
N  -3.07941  0.17542  0.71095
C  -0.29497  -1.13033  -1.12921
P  0.46530  -0.02509  0.13350
H  1.19368  1.52077  -2.39380
O  1.55609  -1.03015  0.89123
H  -2.82072  -0.50457  -0.05210
H  1.71515  0.28030  2.67369
H  2.07358  -1.54500  2.75431
H  1.89568  -1.37770  -1.59702
H  -1.96854  -1.86689  -1.84403
S  0.84371  -1.95824  -2.05509
O  -0.49455  0.60338  0.99792
H  -2.10967  0.53070  1.11523
H  1.95117  2.78053  -1.38688
H  -3.66197  -0.39223  1.36131
H  3.14241  -0.47296  2.16060
N  -1.54259  -1.28045  -1.14034


No. 6
The following is a DFT calculation (wB97M-V/def2-TZVPD) of a 2-piece molecular cluster, C3H12N2OP overall.

- Electronic energy: -17611.494 eV
- Frontier orbital gap (alpha / beta): 0.3815 / 0.2890 hartree
- 2S+1: 3
- Charge: +1

CARTESIAN COORDINATES (ANGSTROEM)
O  -0.09508  -1.15785  -0.03431
H  -2.62272  1.59196  -0.38937
C  -0.14853  0.38593  2.16498
H  -2.92006  1.02282  -1.85244
H  0.31666  1.30889  2.58496
H  2.81661  1.02854  -1.74966
H  -1.22459  -2.80928  -0.43812
N  -2.64911  0.79745  -0.96901
C  2.56348  0.20927  -1.02675
H  -0.76955  -1.90878  -1.72898
H  1.95951  -0.60904  -1.48802
H  1.99620  1.75797  0.39176
N  1.70712  0.73033  0.08974
C  -1.11422  -1.79962  -0.70584
H  3.54149  -0.01988  -0.54448
H  -1.20737  0.30260  2.10758
H  -2.18657  -1.37880  -0.73000
P  0.07598  0.39361  0.32330
H  0.56486  -0.42245  2.38064


No. 7
The following is a DFT calculation (wB97M-V/def2-TZVPD) of a 2-piece molecular cluster, C3H12N2OS overall.

- Electronic energy: -19167.798 eV
- SMILES: NC[C@@H](N)CS.O
- Frontier orbital gap: 0.3611 hartree
- 2S+1: 1

CARTESIAN COORDINATES (ANGSTROEM)
H  -0.15704  -1.71112  1.12464
H  -4.09246  0.00703  -0.70468
H  -2.21835  -1.03428  0.29602
O  3.52234  1.57350  0.37496
C  0.36118  -0.82862  0.60516
H  3.07515  0.72257  0.48536
H  1.15251  -1.37439  0.01085
S  -3.05527  0.38589  -1.41582
N  0.30436  0.38198  -1.51748
C  -0.47484  0.07880  -0.34383
H  0.11520  -0.16719  -2.34254
H  0.47468  1.34094  -1.75350
N  0.85581  -0.02942  1.76118
H  1.13351  -0.68453  2.48416
H  -1.51717  -1.58476  -1.24264
H  2.81199  2.21109  0.46972
H  -0.56064  1.01197  0.19012
C  -1.75069  -0.70388  -0.62616
H  0.01972  0.40443  2.14447


No. 8
The following is a DFT calculation (wB97M-V/def2-TZVPD) of a 2-piece molecular cluster, C3H12N2OS overall.

- Electronic energy: -19167.655 eV
- SMILES: NC[C@@H](N)CS.O
- Frontier orbital gap: 0.3412 hartree
- 2S+1: 1

CARTESIAN COORDINATES (ANGSTROEM)
H  -1.45183  1.08574  0.52273
H  -1.51234  -1.31698  -1.10950
H  -0.95091  0.43031  -3.06946
H  0.53487  0.54488  -3.31933
H  -1.13396  -1.79793  1.33961
H  1.15339  -0.02124  -1.10681
H  1.31470  -2.04528  -1.10777
H  0.51533  -1.18062  1.12759
N  -0.10460  -0.09018  -2.83071
N  0.35182  -2.34506  -1.00779
H  0.04861  -2.67857  -1.91997
C  0.05265  0.10500  -1.36622
S  -0.84422  0.58123  1.62453
H  2.39944  2.28928  2.50023
C  -0.55894  -1.03420  0.85446
C  -0.50364  -1.18889  -0.70136
H  2.51303  2.56627  1.04605
O  1.90600  2.70346  1.77477
H  -0.20011  1.07623  -0.94636